DFT (ωB97M-V/def2-TZVPD) results for a molecular structure, C34H49BrN3O3P2S2SiV.

Calculated values
total energy = -7001.831741 Ha
energy above the lowest of the compared OMol25 structures with the same formula, charge and spin = 1.1 kJ/mol
2S+1 = 4
<S²> = 3.769
charge = -1
LUMO level (alpha / beta) = 2.280 / 2.279 eV

Geometry (Å):
C 3.332 -1.717 -4.321
C 2.067 -2.725 3.487
H 2.567 -6.467 -0.657
Br 2.875 -3.815 4.828
H -2.484 4.266 -1.779
H 2.655 -4.796 -2.812
H 3.430 -0.562 -1.305
S -0.585 1.991 1.543
C -2.994 0.603 -1.709
H -5.755 -4.288 -0.164
H -5.838 1.703 -3.253
C -2.088 1.275 -2.531
H 3.514 4.029 0.551
H 0.055 -3.118 -0.036
C -1.284 -2.226 -5.390
C 2.433 -4.585 -1.763
H 5.926 -0.712 -2.430
P 1.326 -2.159 -2.478
H -1.094 4.753 0.916
P 0.679 2.861 0.318
C 2.802 5.882 1.415
C 1.812 -5.779 -1.039
H 3.071 5.639 2.444
C 0.969 -5.117 0.050
H -5.098 0.285 -1.396
H -4.175 2.858 -4.686
H 0.224 -5.781 0.489
H -3.245 4.965 -0.338
C 4.939 -0.695 -2.891
H 3.372 -4.288 -1.283
H -2.172 -2.412 -4.785
H 1.607 -4.737 0.851
H -0.393 -4.357 -3.658
H 3.695 -2.958 2.113
C 3.865 -1.294 -1.984
C 2.101 -1.722 1.324
N 0.504 -2.446 -3.872
V 0.057 0.136 -0.040
C 2.602 4.627 0.599
H 3.063 -2.609 -4.890
H -4.725 -5.544 -2.038
H 5.298 -2.524 -3.976
S 1.841 1.792 -0.899
H -2.679 -4.655 -3.120
C -2.465 4.284 -0.689
H 0.161 -3.392 -6.494
C 2.722 -2.515 2.289
H -2.693 3.280 -0.332
H 4.264 -2.116 -1.380
C -3.149 -2.174 -0.811
C -4.299 -2.710 -0.220
C -3.142 -4.109 -2.302
O -0.083 3.866 -0.679
C -2.496 2.076 -3.597
H 5.308 -1.100 -5.028
H 2.907 -0.850 -4.841
C 0.254 -1.365 2.732
H -0.864 5.735 -0.536
C -4.353 0.787 -2.006
H -0.724 -0.940 2.950
H -3.392 -0.141 0.807
H 1.163 -6.331 -1.725
H -1.752 2.583 -4.201
C 0.829 -2.152 3.725
C -2.587 -2.917 -1.857
C 0.841 -1.109 1.477
H -4.765 -2.173 0.600
C -3.846 2.233 -3.864
C -0.273 -1.414 -4.583
C -1.119 4.736 -0.175
H -1.207 -4.358 -5.935
C 0.217 -3.795 -4.374
H 1.131 -4.369 -4.549
C -4.863 -3.908 -0.650
N 2.856 -1.794 -2.936
O 1.581 3.846 1.232
H -1.596 -1.707 -6.296
C 4.838 -1.548 -4.153
H 2.312 4.869 -0.427
H -0.748 -0.734 -3.876
O 0.652 -1.098 -1.678
H 3.602 6.492 0.988
H 0.322 -2.321 4.667
N 1.426 -3.528 -1.601
H 4.690 0.345 -3.118
C 0.340 -3.945 -0.685
H 2.641 -1.589 0.389
Si -2.368 -0.509 -0.242
H -1.680 -2.547 -2.329
H 0.376 -0.821 -5.237
H 1.890 6.480 1.436
C -4.288 -4.612 -1.698
C -4.778 1.585 -3.057
H -0.544 -4.264 -1.250
H -1.016 1.191 -2.356
C -0.546 -3.532 -5.672